[1]
{"formula": "C29H23Br3N6OS2Y", "method": "ωB97M-V/def2-TZVPD", "elements": ["Y", "C", "S", "C", "S", "N", "N", "C", "C", "C", "C", "C", "C", "N", "H", "H", "H", "H", "H", "H", "H", "H", "Br", "C", "C", "C", "Br", "C", "C", "C", "C", "N", "C", "C", "O", "H", "H", "H", "H", "C", "N", "C", "C", "C", "C", "C", "N", "C", "C", "C", "C", "C", "C", "H", "H", "H", "H", "H", "H", "H", "H", "H", "H", "H", "Br"], "xyz": [[1.374531, 0.183065, 0.367592], [1.648792, 4.807142, 3.747213], [0.227055, 3.701679, 3.896908], [0.261579, 2.812777, 2.373415], [1.361486, 3.164240, 1.143481], [-0.695584, 1.899180, 2.361071], [-0.663759, 0.987912, 1.385801], [-1.794947, 0.462950, 1.057597], [-1.884606, -0.464849, -0.051759], [-3.123092, -0.933379, -0.496161], [-3.181386, -1.730368, -1.621284], [-2.004587, -2.043941, -2.288029], [-0.814783, -1.551401, -1.777508], [-0.749403, -0.787135, -0.695013], [1.702973, 5.370886, 4.678195], [1.503678, 5.473082, 2.901596], [2.545988, 4.212162, 3.603567], [-2.710230, 0.805223, 1.535225], [-4.018233, -0.663268, 0.047162], [-4.132452, -2.107115, -1.976316], [-2.006786, -2.650248, -3.182673], [0.134646, -1.780968, -2.251027], [5.212388, 1.627118, -2.822934], [3.495219, 2.428556, -2.898960], [3.249527, 3.424974, -3.838748], [2.012113, 4.006854, -3.911090], [1.742931, 5.412500, -5.173273], [0.946123, 3.555225, -3.108514], [-0.376272, 4.040210, -3.179784], [-1.346880, 3.454464, -2.418413], [-1.004875, 2.381213, -1.583675], [0.217545, 1.929063, -1.451796], [1.202065, 2.507677, -2.180710], [2.536514, 1.982663, -1.978003], [2.792013, 1.147248, -1.048219], [4.040828, 3.733918, -4.507048], [-0.610106, 4.860422, -3.844254], [-2.371883, 3.797769, -2.456878], [-1.773180, 1.888286, -1.001401], [-0.093007, -2.200183, 2.850652], [0.686997, -1.949711, 1.647742], [1.385116, -2.930452, 1.193064], [2.171368, -2.830793, 0.016891], [2.881372, -3.830227, -0.657543], [3.462242, -3.215932, -1.766967], [3.088112, -1.871330, -1.706530], [2.303701, -1.629046, -0.644641], [-1.539109, -2.583499, 2.584486], [-1.853608, -3.646111, 1.741511], [-3.170684, -4.029464, 1.540455], [-4.199113, -3.356740, 2.185973], [-3.897799, -2.297391, 3.028042], [-2.578273, -1.910821, 3.219212], [-0.070972, -1.304119, 3.472965], [0.370317, -3.012951, 3.424849], [1.409983, -3.890197, 1.721076], [2.947139, -4.868143, -0.363891], [4.086230, -3.672349, -2.519599], [3.388570, -1.074715, -2.372069], [-1.059196, -4.181617, 1.236522], [-3.394358, -4.860001, 0.881939], [-5.228263, -3.659470, 2.034520], [-4.692109, -1.763929, 3.537434], [-2.345980, -1.084326, 3.881537], [2.996359, 0.307742, 2.477049]], "forces_ev_per_a": [[-0.09, 1.18, -0.20], [-0.23, -0.26, -0.13], [-0.07, 0.10, 0.11], [0.26, -0.15, -0.42], [-0.06, -0.08, 0.26], [-0.36, 0.18, 0.92], [-0.56, 0.11, -0.35], [0.07, 0.28, 0.28], [-0.02, -0.31, -0.41], [0.04, 0.09, 0.19], [0.10, -0.07, -0.07], [-0.15, 0.04, 0.06], [0.17, -0.14, -0.07], [-0.03, 0.03, 0.18], [-0.05, -0.03, 0.00], [0.10, 0.07, 0.00], [0.08, 0.07, -0.01], [0.02, -0.05, 0.09], [-0.02, -0.01, 0.03], [-0.01, 0.02, 0.00], [0.04, -0.02, 0.02], [0.01, 0.00, 0.04], [-0.04, 0.10, -0.02], [0.04, -0.25, 0.34], [-0.20, 0.13, -0.04], [0.20, 0.09, -0.22], [-0.01, -0.04, 0.02], [-0.01, -0.21, 0.17], [-0.10, -0.05, 0.08], [0.04, 0.12, -0.11], [0.07, -0.18, 0.07], [-0.02, -0.09, -0.05], [0.07, 0.16, -0.23], [0.27, 0.16, -0.33], [-0.19, -0.08, -0.29], [0.01, 0.04, 0.03], [0.02, 0.00, -0.02], [0.00, 0.00, 0.01], [0.00, 0.04, 0.02], [0.08, 0.07, 0.02], [-0.09, -0.28, -0.18], [-0.21, 0.09, 0.25], [0.24, -0.15, -0.50], [-0.18, -0.05, 0.27], [0.01, 0.09, -0.12], [0.16, -0.07, -0.19], [0.07, -0.82, -0.18], [0.07, 0.06, -0.06], [0.01, 0.02, -0.03], [0.03, -0.02, -0.01], [-0.05, -0.01, -0.02], [-0.06, 0.07, 0.00], [0.09, -0.04, 0.07], [0.04, 0.01, 0.00], [-0.01, 0.04, 0.07], [-0.04, -0.01, 0.01], [0.03, 0.02, 0.01], [0.01, 0.01, 0.01], [-0.05, 0.05, 0.06], [0.03, 0.02, -0.04], [0.00, 0.01, -0.01], [0.01, 0.01, 0.00], [0.01, -0.01, -0.01], [0.01, 0.04, -0.04], [0.41, -0.15, 0.67]], "nbo_charge": [1.702, -0.749, 0.267, -0.071, -0.209, -0.442, -0.285, -0.002, 0.175, -0.241, -0.176, -0.216, 0.059, -0.481, 0.214, 0.229, 0.244, 0.194, 0.222, 0.212, 0.210, 0.224, 0.044, -0.213, -0.211, -0.148, 0.003, -0.039, -0.155, -0.262, 0.062, -0.424, 0.079, 0.435, -0.797, 0.232, 0.221, 0.213, 0.192, -0.269, -0.538, 0.166, -0.021, -0.257, -0.349, -0.009, -0.651, 0.079, -0.244, -0.200, -0.236, -0.220, -0.234, 0.224, 0.188, 0.160, 0.203, 0.206, 0.213, 0.217, 0.206, 0.206, 0.209, 0.221, -0.581], "total_charge": -1, "lumo_ev": 1.85, "homo_energy_ev": -4.84}

[2]
{"formula": "C29H23Cl5FN4O7Tl", "method": "ωB97M-V/def2-TZVPD", "elements": ["Tl", "O", "C", "O", "C", "C", "C", "C", "C", "N", "C", "O", "O", "H", "H", "H", "H", "H", "Cl", "C", "C", "C", "Cl", "C", "Cl", "C", "Cl", "C", "Cl", "C", "C", "N", "C", "C", "C", "O", "O", "C", "O", "C", "C", "C", "F", "C", "C", "C", "N", "C", "C", "N", "C", "C", "H", "H", "H", "H", "H", "H", "H", "H", "H", "H", "H", "H", "H", "H", "H", "H", "H", "H"], "xyz": [[1.554811, 2.722009, -0.629367], [2.116692, 5.279178, -4.327777], [2.110638, 4.697576, -3.157565], [2.032764, 3.496232, -2.999376], [2.224304, 5.650222, -2.005719], [2.648862, 6.969954, -2.141558], [2.737538, 7.740361, -0.992791], [2.347481, 7.203040, 0.227018], [1.901891, 5.881109, 0.263108], [1.886339, 5.138501, -0.833828], [1.378195, 5.156923, 1.481474], [1.303032, 5.806976, 2.615682], [1.018097, 4.000838, 1.414103], [1.993883, 4.642381, -5.056896], [2.914923, 7.369389, -3.105925], [3.091381, 8.757805, -1.048385], [2.411899, 7.811451, 1.115737], [1.584100, 6.735567, 2.598402], [2.770222, 0.305736, -2.089677], [3.988861, 0.967266, -1.089176], [3.643283, 2.077600, -0.328098], [4.592230, 2.635959, 0.511860], [4.203638, 4.013753, 1.444638], [5.878500, 2.094123, 0.610616], [7.026762, 2.770690, 1.682296], [6.223033, 0.993115, -0.179537], [7.799039, 0.337659, -0.099973], [5.274245, 0.427819, -1.039586], [5.696483, -0.909366, -2.012907], [-5.316847, -0.675097, 1.173226], [-4.759046, -0.856474, -0.235125], [-3.344769, -0.518909, -0.279951], [-3.009183, 0.728200, -0.640543], [-1.743154, 1.251884, -0.629664], [-1.590906, 2.661036, -1.180788], [-2.588410, 3.259678, -1.515839], [-0.408643, 3.156255, -1.320783], [-0.677395, 0.454137, -0.133483], [0.508511, 0.813082, 0.069491], [-1.032734, -0.930403, 0.150282], [0.001120, -1.809579, 0.469783], [-0.258319, -3.128784, 0.703966], [0.796582, -3.943342, 0.917542], [-1.569630, -3.641577, 0.682906], [-2.598944, -2.760373, 0.377487], [-2.357920, -1.407664, 0.081986], [-1.863494, -4.990936, 0.970866], [-0.890356, -5.743843, 1.741568], [-1.546366, -6.986505, 2.329646], [-2.070869, -7.820326, 1.217147], [-3.061793, -7.044156, 0.428024], [-2.400257, -5.782339, -0.119676], [-6.366114, -0.954147, 1.189360], [-5.231539, 0.364938, 1.477148], [-4.781394, -1.288100, 1.894340], [-5.281576, -0.188882, -0.921206], [-4.906690, -1.877839, -0.587083], [-3.810191, 1.375265, -0.976681], [1.011969, -1.433818, 0.492741], [-3.606588, -3.144339, 0.376164], [-0.531951, -5.119884, 2.560899], [-0.024212, -6.061039, 1.142477], [-2.376275, -6.714170, 2.982341], [-0.807379, -7.551868, 2.898549], [-2.494943, -8.680752, 1.581265], [-1.285159, -8.083932, 0.606238], [-3.887938, -6.780652, 1.090276], [-3.435859, -7.655092, -0.393992], [-3.144074, -5.198286, -0.661156], [-1.610393, -6.065231, -0.836544]], "forces_ev_per_a": [[0.37, -0.21, 0.21], [-0.01, 0.49, -0.52], [0.04, -0.76, 0.14], [-0.08, 0.20, 0.01], [0.08, 0.54, 0.01], [-0.07, -0.25, 0.16], [-0.09, -0.12, 0.03], [-0.11, -0.40, -0.06], [0.11, 0.46, -0.26], [-0.16, 0.00, -0.05], [-0.04, -0.12, -0.41], [-0.05, 0.18, 0.56], [0.01, 0.27, 0.12], [0.08, 0.00, 0.34], [0.01, 0.00, -0.11], [0.03, 0.09, 0.01], [-0.03, 0.08, 0.08], [-0.06, -0.28, -0.21], [-0.09, -0.51, -0.57], [0.34, 0.38, 0.41], [-0.52, 0.02, -0.10], [0.12, -0.39, -0.29], [0.08, 0.37, 0.37], [-0.08, -0.09, -0.15], [0.03, 0.04, 0.01], [-0.24, 0.10, 0.00], [-0.02, 0.01, 0.02], [-0.10, 0.12, 0.09], [-0.05, -0.15, -0.12], [0.04, -0.08, -0.21], [-0.61, -0.12, 0.36], [0.10, 0.31, -0.32], [0.16, 0.15, -0.07], [0.39, 0.27, -0.08], [-0.77, -0.43, 0.17], [-0.15, -0.02, 0.01], [1.25, 0.38, -0.02], [-0.33, -0.03, -0.01], [-0.11, -0.10, 0.11], [-0.14, -0.26, 0.11], [-0.13, -0.17, 0.05], [-0.02, 0.28, -0.16], [-0.09, -0.04, 0.00], [0.18, 0.51, -0.05], [0.01, 0.03, -0.01], [0.83, -0.21, 0.12], [-0.02, -0.24, 0.07], [-0.13, -0.14, 0.17], [0.49, 0.62, 0.57], [0.05, -0.41, 0.01], [-0.48, 0.55, -0.68], [-0.02, -0.09, 0.03], [-0.11, -0.01, 0.05], [-0.01, 0.09, 0.05], [0.04, -0.07, 0.07], [0.11, -0.14, -0.05], [0.05, 0.10, -0.10], [-0.03, -0.02, 0.03], [0.11, -0.02, 0.01], [-0.09, -0.03, 0.07], [0.06, -0.19, -0.04], [-0.01, 0.06, 0.04], [-0.05, -0.14, -0.12], [-0.13, -0.12, -0.10], [0.14, 0.11, -0.14], [-0.22, -0.09, 0.15], [0.11, -0.12, 0.03], [0.07, -0.10, 0.13], [0.01, -0.15, -0.01], [-0.04, 0.01, -0.03]], "mulliken_charge": [1.771, -0.449, 0.237, -0.480, 0.509, -0.762, -0.754, -0.988, 1.129, 0.018, 0.423, -0.454, -0.475, 0.398, 0.556, 0.467, 0.296, 0.293, -0.107, 0.528, -0.732, 0.721, -0.187, -0.105, -0.154, 0.389, -0.154, -0.086, -0.173, -1.039, -0.925, 0.174, -0.049, -0.184, -0.061, -0.724, -0.511, 1.871, -0.922, 0.380, -0.929, 0.728, -0.338, -1.147, -0.669, -0.016, 0.157, -0.666, -1.045, -0.108, -0.741, -0.525, 0.396, 0.339, 0.319, 0.443, 0.393, 0.524, 0.617, 0.581, 0.535, 0.455, 0.379, 0.439, 0.359, 0.404, 0.360, 0.407, 0.448, 0.220], "total_charge": 2, "lumo_ev": -4.96, "homo_energy_ev": -12.85}

[3]
{"formula": "C29H23ClN2O4Zr", "method": "ωB97M-V/def2-TZVPD", "elements": ["Zr", "C", "C", "C", "C", "C", "C", "C", "H", "H", "H", "H", "H", "H", "H", "H", "Cl", "C", "C", "C", "C", "O", "C", "C", "O", "C", "H", "H", "H", "H", "O", "C", "N", "C", "C", "O", "N", "C", "C", "C", "C", "C", "C", "C", "C", "C", "C", "C", "C", "H", "H", "H", "H", "H", "H", "H", "H", "H", "H", "H"], "xyz": [[-9.456457, -16.358315, -5.738874], [-13.087063, -15.923545, -7.643327], [-12.173415, -16.706573, -6.764045], [-12.262904, -16.558102, -5.356734], [-11.628185, -17.464864, -4.453461], [-10.684298, -18.351776, -4.930350], [-10.421456, -18.407456, -6.364480], [-11.151880, -17.532933, -7.304016], [-12.763100, -15.869486, -8.690283], [-13.207151, -14.895626, -7.212786], [-14.100263, -16.393635, -7.699995], [-12.983469, -15.793161, -5.012161], [-11.818377, -17.404479, -3.366966], [-10.101354, -18.947185, -4.209784], [-9.797566, -19.214066, -6.685135], [-10.994235, -17.743636, -8.396728], [-5.229593, -11.421113, -9.001374], [-6.415359, -12.387269, -8.257246], [-7.708265, -11.893456, -7.992175], [-8.725009, -12.672100, -7.464880], [-8.553277, -14.071409, -7.332302], [-9.628928, -14.866947, -7.116159], [-7.175682, -14.656867, -7.553294], [-6.849146, -16.014782, -7.296191], [-7.803545, -16.849469, -6.869397], [-6.165582, -13.752711, -8.045431], [-7.830060, -10.843247, -8.057269], [-9.756186, -12.388589, -7.411871], [-5.934595, -16.495626, -7.672523], [-5.228550, -14.103184, -8.347724], [-8.255343, -16.853237, -3.902688], [-8.338637, -15.679270, -3.504547], [-7.746031, -15.068550, -2.445384], [-8.038655, -13.591140, -2.372034], [-8.968419, -13.465221, -3.611333], [-9.465958, -12.401543, -4.004612], [-9.066281, -14.704587, -4.251681], [-8.979332, -13.196284, -1.170493], [-9.651613, -14.128649, -0.359378], [-10.639661, -13.731088, 0.528269], [-11.072061, -12.421743, 0.627765], [-10.410816, -11.427721, -0.112455], [-9.405412, -11.855350, -1.077408], [-6.798030, -12.753580, -2.607497], [-6.346393, -11.854600, -1.648999], [-5.252830, -11.013776, -1.961463], [-4.625408, -11.155779, -3.176640], [-5.101913, -12.038219, -4.149708], [-6.159873, -12.856258, -3.815810], [-7.206552, -15.567936, -1.732705], [-9.537880, -15.172777, -0.537433], [-11.137597, -14.508087, 1.153148], [-11.910919, -12.118393, 1.259064], [-10.663479, -10.357936, -0.080077], [-9.062100, -11.154641, -1.888114], [-6.903964, -11.648038, -0.760595], [-4.918895, -10.213070, -1.251859], [-3.783462, -10.494626, -3.436310], [-4.679639, -12.009593, -5.123830], [-6.617993, -13.462634, -4.596246]], "forces_ev_per_a": [[1.83, 3.57, 0.20], [-0.67, 0.74, -0.10], [1.01, 0.12, -0.44], [-0.45, -0.65, 0.31], [-0.48, 1.70, 0.10], [0.51, -0.98, -1.67], [-2.64, 0.21, 0.58], [0.43, -2.74, 1.31], [0.20, 0.08, 0.40], [-0.03, -0.81, -0.56], [0.71, 0.24, 0.39], [0.56, -0.59, 0.10], [0.07, 0.11, -0.73], [-0.36, 0.02, -0.66], [0.62, -0.03, -0.53], [-0.20, 0.67, 1.23], [0.15, 0.29, 0.08], [-0.60, -2.31, 0.10], [0.54, -0.36, 1.23], [0.20, -2.17, -1.02], [1.24, -0.47, -0.38], [1.05, 0.05, 0.75], [-0.68, 0.92, 0.66], [-2.97, -0.36, -0.96], [1.69, 1.25, 0.22], [-1.76, 1.38, 0.13], [-0.42, 0.88, -0.44], [-0.20, 0.77, 0.35], [-0.11, 0.32, 0.53], [1.38, -0.75, -0.10], [-0.74, -1.16, -1.23], [0.53, 5.10, 2.02], [-0.47, -0.73, -0.33], [-1.50, -0.79, 0.23], [-0.75, 2.79, -1.21], [1.13, -3.11, 0.75], [0.16, -3.06, -0.16], [-0.64, 0.44, -0.14], [0.24, 0.73, -0.61], [-0.74, -1.06, 0.59], [0.58, 1.49, -0.08], [1.28, -1.17, -1.80], [-0.70, 0.80, 0.24], [-0.27, 0.07, 1.57], [0.73, 1.00, -0.82], [-0.35, -0.01, 1.06], [0.73, 0.70, -0.82], [-0.07, 0.23, 1.33], [-0.10, 0.08, -1.50], [-0.22, 0.28, -0.49], [0.49, -0.71, 0.23], [0.40, 0.66, -0.67], [0.38, -0.32, -0.02], [-0.05, -0.71, 0.04], [-0.22, -0.52, 1.35], [-0.10, -0.28, 0.47], [-0.38, -1.02, -0.68], [-0.47, -0.36, 0.20], [0.33, -0.24, -0.65], [0.20, -0.18, 0.05]], "nbo_charge": [2.346, -0.674, 0.082, -0.217, -0.174, -0.278, -0.343, -0.241, 0.259, 0.259, 0.286, 0.285, 0.289, 0.299, 0.301, 0.301, 0.111, -0.081, -0.067, -0.263, 0.433, -0.768, -0.255, 0.435, -0.743, -0.111, 0.255, 0.260, 0.234, 0.244, -0.694, 0.767, -0.569, -0.003, 0.708, -0.529, -0.817, -0.062, -0.217, -0.206, -0.192, -0.186, -0.196, 0.012, -0.202, -0.187, -0.187, -0.188, -0.236, 0.449, 0.201, 0.230, 0.238, 0.239, 0.245, 0.240, 0.242, 0.233, 0.217, 0.184], "total_charge": 2, "lumo_ev": -8.04, "homo_energy_ev": -13.45}